[1]
13
Properties=species:S:1:pos:R:3 method="wB97M-V/def2-TZVPD" homo_lumo_gap_ev=10.80 homo_energy_ha=-0.36356 e_tot_ev=-9025.858 smiles="CCC(=O)CF" charge=0 e_lumo_ev=0.90 de_lowest_kcal_mol=9.5
C 1.424 -0.589 0.339
C 0.131 -0.908 -0.487
C -1.160 -0.174 -0.011
C -0.988 1.322 0.130
H 1.314 -0.728 1.418
H 2.224 -1.280 0.053
H 1.747 0.423 0.058
H 0.329 -0.537 -1.504
H -0.137 -1.974 -0.563
H -1.772 1.819 -0.490
H -1.178 1.546 1.174
O -2.210 -0.749 0.113
F 0.277 1.830 -0.229

=====

[2]
13
Properties=species:S:1:pos:R:3 method="wB97M-V/def2-TZVPD" homo_lumo_gap_ev=11.73 homo_energy_ha=-0.38821 e_tot_ev=-9024.773 smiles=C[C@@H]1O[C@H]1CF charge=0 e_lumo_ev=1.17 de_lowest_kcal_mol=34.5
C 2.319 -0.645 0.106
C 1.007 -0.178 -0.375
C -0.146 0.239 0.447
C -1.564 0.342 0.003
H 2.381 -0.629 1.185
H 2.517 -1.628 -0.225
H 3.121 -0.040 -0.267
H 0.697 -0.543 -1.365
H -0.054 0.081 1.559
H -2.171 1.094 0.526
H -1.513 0.813 -1.091
O 0.668 1.223 -0.122
F -2.224 -0.831 -0.049

=====

[3]
14
Properties=species:S:1:pos:R:3 method="wB97M-V/def2-TZVPD" homo_lumo_gap_ev="8.21 / 8.21" homo_energy_ha="-0.31211 / -0.31212" e_tot_ev=-19859.154 charge=0 e_lumo_ev="-0.28 / -0.28" de_lowest_kcal_mol=45.7
C -0.239 -0.624 0.763
C 1.999 0.083 0.788
C -0.712 0.743 0.118
C -1.541 0.780 -1.095
O 1.077 -1.013 0.594
F -1.039 1.714 1.003
S 1.635 1.396 -0.435
H -0.657 -0.498 1.874
H -0.890 -1.321 0.299
H 1.989 0.435 1.815
H 3.021 -0.236 0.507
H -1.468 1.783 -1.615
H -2.572 0.515 -0.688
H -1.212 0.124 -1.844

=====

[4]
13
Properties=species:S:1:pos:R:3 method="wB97M-V/def2-TZVPD" homo_lumo_gap_ev=10.13 homo_energy_ha=-0.33903 e_tot_ev=-17812.686 smiles=FC1(CS)CC1 charge=0 e_lumo_ev=0.90 de_lowest_kcal_mol=38.2
C -0.474 -0.383 0.809
C 0.332 -0.565 -0.413
C 1.758 -1.055 -0.176
C 1.449 0.426 -0.707
H -2.251 1.251 0.182
H -1.353 -0.991 0.606
H -0.075 -0.556 1.753
H 2.137 -1.587 -1.056
H 2.087 -1.274 0.827
H 1.569 0.542 -1.781
H 1.468 1.365 -0.141
F -0.377 -1.150 -1.483
S -1.161 1.317 0.992

=====

[5]
13
Properties=species:S:1:pos:R:3 method="wB97M-V/def2-TZVPD" homo_lumo_gap_ev=10.16 homo_energy_ha=-0.33780 e_tot_ev=-17813.061 smiles=FC1(CS)CC1 charge=0 e_lumo_ev=0.97 de_lowest_kcal_mol=29.5
C 1.065 -0.583 0.203
C -0.202 0.048 -0.341
C -0.510 1.465 0.090
C -1.435 0.333 0.431
H 1.767 -2.358 -1.168
H 1.927 -0.152 -0.278
H 1.129 -0.343 1.240
H -0.829 2.052 -0.723
H 0.095 1.881 0.802
H -2.334 0.177 -0.093
H -1.452 0.105 1.500
F -0.421 -0.243 -1.669
S 1.198 -2.382 0.007

=====

[6]
13
Properties=species:S:1:pos:R:3 method="wB97M-V/def2-TZVPD" homo_lumo_gap_ev=9.74 homo_energy_ha=-0.32291 e_tot_ev=-17813.472 charge=0 e_lumo_ev=0.95 de_lowest_kcal_mol=20.0
C -1.290 -1.168 -0.316
C -0.040 -0.611 0.346
C 1.550 0.943 -0.081
C 0.038 0.871 0.217
H -1.465 -2.281 -0.188
H -2.143 -0.655 0.134
H -1.313 -0.952 -1.366
H 0.131 -0.932 1.411
H 2.045 1.179 0.863
H 1.857 1.634 -0.841
H -0.248 1.414 1.118
F -0.702 1.378 -0.781
S 1.581 -0.822 -0.516

=====

[7]
13
Properties=species:S:1:pos:R:3 method="wB97M-V/def2-TZVPD" homo_lumo_gap_ev=9.93 homo_energy_ha=-0.33055 e_tot_ev=-17812.607 smiles=F[C@H]1C[C@H]1CS charge=0 e_lumo_ev=0.94 de_lowest_kcal_mol=40.0
C -0.983 -0.869 -0.074
C 0.061 0.158 0.572
C 0.840 0.972 -0.449
C 1.546 -0.087 0.339
H -2.603 0.874 -0.497
H -0.930 -1.849 0.337
H -0.899 -0.947 -1.220
H -0.219 0.467 1.603
H 0.563 0.685 -1.424
H 1.212 2.007 -0.213
H 2.216 0.228 1.153
F 1.883 -1.311 -0.177
S -2.686 -0.327 0.050

=====

[8]
14
Properties=species:S:1:pos:R:3 method="wB97M-V/def2-TZVPD" homo_lumo_gap_ev=8.59 homo_energy_ha=-0.33142 e_tot_ev=-28647.322 smiles="CC(C)(F)C(=S)S" charge=0 e_lumo_ev=-0.43 de_lowest_kcal_mol=38.7
C -0.970 -0.261 -1.291
C -0.203 -0.091 0.049
C 0.988 -1.090 0.186
C 0.392 1.172 0.238
H -1.624 -1.162 -1.033
H -1.696 0.476 -1.552
H -0.322 -0.480 -2.178
H 1.625 -0.977 -0.542
H 1.557 -0.608 1.108
H 0.396 -2.148 0.462
H -0.905 1.699 2.422
F -0.997 -0.406 1.121
S 0.080 2.360 1.699
S 1.681 1.517 -0.691